1.
This record from the OMol25 dataset describes a single C2H2O2S2 molecule. The level of theory is the ωB97M-V functional and the def2-TZVPD basis.

```
8
Properties=species:S:1:pos:R:3:lowdin_charge:R:1
C 1.45 0.19 1.28 0.0790
C 0.96 -0.59 0.51 -0.7269
O -1.61 0.08 -2.07 -0.3765
O -2.05 0.04 0.38 -0.3366
S 0.26 -1.46 -0.66 0.8162
S -1.16 0.06 -0.73 0.4276
H 2.20 0.71 1.79 0.0342
H -0.05 0.97 -0.50 0.0831
```

Summary:
SMILES: C#CS[SH](=O)=O
Highest occupied orbital energy (eV): -9.86
Orbital gap (eV): 9.95
Net charge: 0
LUMO energy (hartree): 0.00321
Energy relative to the best compared isomer or geometry (same formula, charge and spin) (kcal/mol): 85.2

***

2.
This record from the OMol25 dataset describes a single C2H3IN2 molecule. The level of theory is the ωB97M-V functional and the def2-TZVPD basis.

```
8
Properties=species:S:1:pos:R:3:lowdin_charge:R:1
C 1.70 0.35 0.52 -0.0853
C -1.45 -0.25 -0.67 -0.7027
N 0.88 0.16 -0.42 -0.0216
N -0.49 -0.27 0.14 -0.0882
I -3.38 -0.83 0.02 0.7147
H 2.64 0.87 0.54 0.0579
H 1.54 0.15 1.62 0.0823
H -1.44 -0.18 -1.77 0.0429
```

Summary:
SMILES: C=N/N=C/I
Highest occupied orbital energy (eV): -9.62
Orbital gap (eV): 9.85
Net charge: 0
LUMO energy (hartree): 0.00872
Energy relative to the best compared isomer or geometry (same formula, charge and spin) (kcal/mol): 25.4

***

3.
This record from the OMol25 dataset describes a single C7H10Cl2N2 molecule. The level of theory is the ωB97M-V functional and the def2-TZVPD basis.

```
21
Properties=species:S:1:pos:R:3:lowdin_charge:R:1
C 0.32 -0.67 -1.71 -0.1952
C -0.25 2.27 0.52 -0.0607
C -1.74 1.99 0.16 -0.0729
C 1.37 -1.67 -1.27 -0.7067
C -0.93 1.03 1.06 -0.2805
C -0.71 -0.32 0.44 -0.2458
C 0.86 -0.90 0.91 -0.7067
N -0.52 -0.15 -0.98 0.0810
N 1.31 -2.03 0.13 -0.1074
Cl 1.40 -3.19 -2.26 0.5956
Cl 1.10 -1.30 2.59 0.6418
H 0.30 -0.48 -2.87 0.1467
H 0.53 2.04 -0.18 0.0901
H -0.09 3.12 1.03 0.0516
H -2.42 2.57 0.80 0.1042
H -2.21 1.67 -0.64 0.0319
H 2.34 -1.17 -1.68 0.1286
H -1.27 0.85 2.14 0.1554
H -1.41 -0.99 0.83 0.1222
H 1.49 0.04 0.70 0.1218
H 0.55 -2.71 0.26 0.1049
```

Summary:
SMILES: Cl[C@H]1C=N[C@H](C2CC2)[C@@H](Cl)N1
Highest occupied orbital energy (eV): -8.66
Orbital gap (eV): 9.33
Net charge: 0
LUMO energy (hartree): 0.02482
Energy relative to the best compared isomer or geometry (same formula, charge and spin) (kcal/mol): 0.0